(1)
7
Properties=species:S:1:pos:R:3:forces:R:3 method="wB97M-V/def2-TZVPD" e_lumo_ev=2.58 largest_force_ev_per_a=1.3 charge=-1 homo_lumo_gap_ev=5.59 e_tot_ha=-390.1112
C 0.780469 0.860787 0.015084 -0.4 -0.1 -0.3
O 1.981970 0.956183 -0.081145 -0.2 0.1 0.2
H -1.447784 2.198304 -0.038426 0.1 0.0 0.0
Na -0.215308 -2.054753 0.012405 0.4 0.2 0.0
O -1.640409 1.257359 0.027056 -0.7 0.4 0.0
H 1.000942 -3.749838 0.007240 -0.3 0.1 0.0
C -0.459882 0.531957 0.057788 1.1 -0.7 0.0



(2)
5
Properties=species:S:1:pos:R:3:forces:R:3 method="wB97M-V/def2-TZVPD" e_lumo_ev="-3.66 / -3.66" relative_energy_kj_mol=832.0 largest_force_ev_per_a=4.0 charge=0 homo_lumo_gap_ev="7.76 / 7.77" e_tot_ha=-152.2861
H 0.977954 -0.318262 0.415557 2.0 -3.0 1.5
H 0.044155 0.401343 -0.708178 -0.9 -0.4 -0.4
O 1.227508 0.582753 0.244263 -2.5 0.9 -0.5
C -1.752543 -0.316815 0.028114 -1.6 -0.1 0.2
C -0.497075 -0.349018 0.020246 3.0 2.6 -0.7



(3)
5
Properties=species:S:1:pos:R:3:forces:R:3 method="wB97M-V/def2-TZVPD" multiplicity=3 e_lumo_ev="1.08 / -1.56" relative_energy_kj_mol=57.1 s2=2.01 largest_force_ev_per_a=3.6 charge=0 homo_lumo_gap_ev="7.60 / 12.25" e_tot_ha=-152.4383
C -0.207894 0.122811 0.360839 -2.2 0.5 -0.4
H -0.128951 1.000862 -0.217339 0.7 1.3 0.0
O -3.168921 -0.029061 0.405334 1.5 2.0 0.6
H 0.202204 -0.789413 -0.033955 0.1 -0.3 0.5
C -2.017991 -0.181188 0.292605 -0.1 -3.5 -0.7